Record 1
Formula: C35H26IO3PReS
Source: OMol25
Level of theory: ωB97M-V with the def2-TZVPD basis set

```
68
Properties=species:S:1:pos:R:3
Re -0.263 1.761 1.690
I 0.096 3.158 3.935
C 2.217 2.694 3.853
C 3.035 3.078 4.879
C 4.405 2.796 4.790
C 4.913 2.178 3.677
C 4.079 1.837 2.590
C 4.607 1.337 1.384
C 3.798 1.115 0.301
C 2.418 1.317 0.392
C 1.837 1.748 1.569
C 2.671 2.072 2.674
H 2.650 3.604 5.738
H 5.049 3.096 5.600
H 5.969 1.967 3.606
H 5.671 1.175 1.312
H 4.226 0.800 -0.636
H 1.811 1.138 -0.490
O -0.779 0.173 0.579
P -0.468 -1.212 -0.022
C 0.110 -0.984 -1.718
C 0.710 -2.044 -2.391
C 1.154 -1.862 -3.688
C 0.965 -0.641 -4.317
C 0.354 0.409 -3.650
C -0.067 0.245 -2.343
C -2.005 -2.155 0.064
C -3.186 -1.524 0.432
C -4.360 -2.252 0.504
C -4.358 -3.603 0.195
C -3.179 -4.230 -0.179
C -1.999 -3.511 -0.245
C 0.832 -2.057 0.920
C 2.159 -2.003 0.504
C 3.123 -2.695 1.216
C 2.770 -3.431 2.336
C 1.448 -3.484 2.749
C 0.475 -2.799 2.042
H 0.833 -2.998 -1.902
H 1.641 -2.670 -4.210
H 1.291 -0.509 -5.336
H 0.204 1.349 -4.155
H -0.536 1.056 -1.805
H -3.184 -0.467 0.663
H -5.275 -1.769 0.806
H -5.273 -4.170 0.250
H -3.178 -5.281 -0.418
H -1.077 -3.998 -0.528
H 2.432 -1.450 -0.382
H 4.147 -2.680 0.878
H 3.524 -3.975 2.883
H 1.168 -4.073 3.608
H -0.562 -2.858 2.342
O -5.884 1.754 -3.653
C -4.575 1.590 -3.755
O -4.069 0.927 -4.613
C -3.693 2.230 -2.708
C -2.543 2.887 -3.139
C -1.620 3.353 -2.224
C -1.826 3.116 -0.864
S -0.592 3.629 0.286
C -2.995 2.496 -0.425
C -3.934 2.064 -1.345
H -6.190 2.391 -2.995
H -2.378 3.017 -4.199
H -0.733 3.877 -2.546
H -3.173 2.378 0.638
H -4.837 1.578 -1.003
```

Results
2S+1 = 2
Kohn-Sham gap (spin up / spin down) = 0.1970 / 0.2305 Ha
HOMO energy (spin up / spin down) = -13.83 / -14.11 eV
energy above the lowest of the compared OMol25 structures with the same formula, charge and spin = 42.4 kcal/mol
net charge = +2
⟨S²⟩ = 0.894

Record 2
Formula: C35H27BeIN4O3P2
Source: OMol25
Level of theory: ωB97M-V with the def2-TZVPD basis set

```
73
Properties=species:S:1:pos:R:3
Be -0.617 0.529 1.399
C -1.754 0.864 -2.205
N -0.683 0.414 -1.324
P -0.761 -1.433 0.684
C 1.092 -1.731 1.172
C 1.314 -1.473 2.525
C 2.552 -1.682 3.114
C 3.595 -2.175 2.346
C 3.390 -2.451 1.003
C 2.152 -2.230 0.420
C -1.074 -3.227 0.887
C -1.916 -3.672 1.901
C -2.070 -5.031 2.129
C -1.401 -5.948 1.332
C -0.591 -5.505 0.296
C -0.419 -4.149 0.075
P 0.499 2.686 -0.403
C 2.213 2.068 -0.434
C 3.167 2.911 0.135
C 4.510 2.582 0.079
C 4.912 1.423 -0.569
C 3.967 0.583 -1.134
C 2.619 0.894 -1.060
C 0.342 3.049 -2.203
C 0.675 2.226 -3.279
C 0.559 2.701 -4.574
C 0.147 4.006 -4.814
C -0.165 4.837 -3.751
C -0.076 4.356 -2.453
H -1.547 0.479 -3.200
H -1.769 1.949 -2.237
H -2.728 0.499 -1.864
H 0.482 -1.106 3.123
H 2.695 -1.467 4.165
H 4.565 -2.347 2.794
H 4.205 -2.843 0.404
H 2.013 -2.447 -0.635
H -2.447 -2.950 2.510
H -2.714 -5.374 2.928
H -1.526 -7.009 1.505
H -0.082 -6.220 -0.337
H 0.198 -3.801 -0.740
H 2.849 3.823 0.623
H 5.244 3.234 0.535
H 5.964 1.176 -0.633
H 4.277 -0.321 -1.640
H 1.897 0.210 -1.479
H 1.000 1.208 -3.129
H 0.793 2.047 -5.404
H 0.066 4.373 -5.829
H -0.486 5.855 -3.929
H -0.342 4.994 -1.618
I -7.551 -0.726 -0.195
C -5.456 -0.900 -0.035
C -4.773 -0.110 0.871
C -3.397 -0.267 0.974
C -2.693 -1.182 0.201
C -3.415 -1.956 -0.709
C -4.787 -1.816 -0.836
C -0.578 -0.967 -1.099
O -0.585 -1.716 -2.048
O -0.500 1.247 -0.175
H -5.299 0.603 1.491
H -2.835 0.332 1.699
H -2.887 -2.675 -1.327
H -5.334 -2.416 -1.551
O -0.158 1.359 2.540
N 0.648 2.396 2.614
C 0.338 3.264 3.504
C 1.204 4.391 3.674
N 1.865 5.313 3.855
C -0.829 3.230 4.337
N -1.764 3.211 5.004
```

Results
Kohn-Sham gap = 0.2690 Ha
HOMO energy = -7.99 eV